ORCA calculation (ωB97M-V with the def2-TZVPD basis set) on a 6-piece molecular cluster, C33H76BF3N4O3S overall at a distorted geometry.

```
121
Properties=species:S:1:pos:R:3:forces:R:3:mulliken_charge:R:1
B 0.190 -0.080 -0.470 0.02 0.29 -0.06 3.628
H 1.123 0.588 -0.262 1.34 0.76 0.42 -0.732
H -0.391 0.442 -1.342 -0.91 0.67 -1.27 -0.722
H 0.518 -1.130 -0.842 0.49 -1.31 -0.27 -1.074
H -0.493 -0.134 0.462 -0.77 -0.15 1.11 -0.834
C -2.329 1.940 3.921 -0.48 -0.39 0.38 -1.242
C -0.893 2.433 3.818 0.34 0.64 0.85 -0.289
C 0.144 1.317 3.705 -0.31 0.53 -0.77 -0.064
N 1.556 1.858 3.598 0.02 -1.23 -0.24 0.547
C 1.963 2.472 4.899 0.58 0.55 -0.83 -1.037
C 1.747 2.741 2.376 -0.37 0.26 0.84 -0.077
C 3.134 2.462 1.814 1.07 0.42 -0.42 -0.642
C 3.728 1.327 2.642 -0.75 -1.01 1.21 -0.436
C 2.495 0.693 3.295 -0.37 0.41 0.09 -0.011
H -2.911 2.525 4.634 0.10 0.30 -0.20 0.453
H -2.388 0.932 4.339 0.20 -0.08 -0.18 0.206
H -2.866 1.939 2.973 0.13 -0.07 -0.04 0.235
H -0.678 3.028 4.711 -0.06 -0.24 0.19 0.323
H -0.794 3.201 3.044 0.04 -0.37 -0.38 0.216
H -0.017 0.735 2.799 0.02 -0.03 0.02 -0.546
H 0.133 0.613 4.535 -0.15 0.11 0.11 0.685
H 1.334 3.328 5.122 -0.10 -0.12 0.08 0.345
H 2.981 2.834 4.756 0.03 -0.02 0.26 0.439
H 1.936 1.717 5.678 -0.16 0.01 0.00 0.296
H 1.664 3.752 2.775 -0.13 0.15 -0.44 0.457
H 0.922 2.512 1.705 0.11 -0.03 -0.09 -0.238
H 3.709 3.390 1.819 0.22 -0.14 0.44 0.467
H 3.218 2.174 0.765 -0.90 -0.12 -0.03 0.251
H 4.398 1.576 3.465 0.30 0.48 -0.41 0.363
H 4.162 0.505 2.079 0.40 0.42 -0.27 0.045
H 2.672 0.186 4.239 0.04 -0.27 -0.17 0.519
H 1.948 0.050 2.606 0.02 -0.09 0.10 -0.323
C 1.739 -6.630 3.027 1.55 0.02 0.09 -1.622
C 1.651 -5.478 2.011 -1.18 -0.41 0.47 0.239
C 2.662 -5.484 0.885 0.21 -0.58 -0.37 -0.666
N 2.840 -4.139 0.199 -1.10 0.31 0.02 0.607
C 1.559 -3.859 -0.527 -0.60 0.27 -0.65 -1.871
C 3.059 -2.992 1.163 0.91 0.14 0.35 -0.779
C 3.740 -1.917 0.327 -0.60 0.74 0.31 0.317
C 4.636 -2.697 -0.624 0.02 0.79 -0.38 -1.033
C 4.003 -4.067 -0.803 -0.26 -1.12 0.95 -0.470
H 2.652 -6.472 3.612 -0.20 -0.01 0.31 0.388
H 1.886 -7.637 2.632 -0.37 0.12 -0.47 0.384
H 0.882 -6.635 3.692 -0.02 0.16 -0.03 0.389
H 1.709 -4.558 2.593 -0.12 -0.02 -0.06 0.023
H 0.623 -5.569 1.650 0.11 0.54 -0.41 0.219
H 2.346 -6.129 0.064 -0.02 -0.21 0.13 0.460
H 3.620 -5.888 1.218 0.22 0.53 0.06 0.441
H 1.672 -2.968 -1.142 0.04 0.25 0.41 0.621
H 0.713 -3.753 0.150 0.33 0.32 0.34 0.426
H 1.244 -4.638 -1.226 0.71 -0.46 0.18 0.466
H 2.155 -2.771 1.728 -0.14 0.30 -0.37 0.299
H 3.815 -3.297 1.892 -0.14 -0.49 -0.02 0.496
H 3.068 -1.215 -0.173 -0.38 -0.50 -0.18 -0.234
H 4.339 -1.240 0.936 0.07 -0.34 0.28 0.139
H 4.683 -2.118 -1.545 0.23 -0.38 -0.20 0.353
H 5.635 -2.717 -0.193 0.05 -0.47 -0.20 0.386
H 3.601 -4.323 -1.780 0.02 0.31 -0.08 0.328
H 4.622 -4.911 -0.499 0.41 0.26 -0.17 0.408
C -3.405 0.898 -4.702 0.15 -0.13 0.33 -1.620
C -2.449 -0.249 -4.373 0.23 0.04 0.15 -0.104
C -2.762 -0.909 -3.046 -0.52 -0.40 -0.12 -0.682
N -2.031 -2.243 -2.845 -0.35 0.11 0.30 0.482
C -0.609 -2.218 -3.315 -0.58 0.41 0.44 -0.949
C -2.837 -3.387 -3.488 0.87 0.56 0.40 -0.395
C -3.800 -3.853 -2.391 -0.71 -0.96 -0.70 -0.852
C -3.481 -3.041 -1.147 -1.41 0.61 0.10 -0.693
C -2.091 -2.533 -1.364 0.70 -0.30 0.34 0.315
H -2.937 1.638 -5.348 0.00 -0.12 -0.16 0.396
H -3.680 1.419 -3.781 -0.27 -0.01 -0.07 0.379
H -4.289 0.503 -5.198 -0.17 0.24 0.13 0.441
H -1.424 0.125 -4.345 0.02 -0.13 -0.16 0.052
H -2.543 -1.019 -5.143 0.28 0.14 -0.18 0.462
H -3.829 -1.141 -3.005 0.03 -0.20 -0.11 0.399
H -2.597 -0.296 -2.160 0.55 0.13 -0.19 0.400
H -0.200 -3.215 -3.173 0.02 0.01 -0.02 0.374
H -0.128 -1.497 -2.652 0.35 0.00 -0.28 -0.041
H -0.570 -1.927 -4.361 0.07 -0.09 0.03 0.417
H -2.106 -4.130 -3.798 -0.10 -0.09 0.01 0.395
H -3.271 -2.932 -4.375 -0.32 -0.37 -0.01 0.393
H -3.775 -4.917 -2.143 0.73 -0.04 -0.39 0.331
H -4.812 -3.779 -2.794 -0.12 0.52 0.45 0.360
H -3.640 -3.573 -0.212 0.38 -0.19 -0.08 0.450
H -4.220 -2.235 -1.106 0.35 0.28 0.19 0.378
H -1.341 -3.305 -1.170 -0.15 -0.16 -0.09 -0.190
H -1.766 -1.679 -0.766 -0.16 0.10 -0.28 -0.389
C -2.184 7.793 -2.490 -0.04 1.13 1.29 -1.540
C -1.207 6.631 -2.464 0.55 0.26 -0.31 -0.193
C -1.750 5.525 -1.546 0.65 0.97 -1.12 -0.801
N -1.044 4.180 -1.512 -0.24 1.55 0.62 0.727
C -1.718 3.524 -0.304 0.71 -1.08 -1.33 -0.941
C 0.470 4.305 -1.347 -0.60 0.52 0.25 -1.011
C 0.989 3.103 -2.067 1.15 -0.79 0.51 0.587
C 0.076 2.791 -3.245 0.11 0.76 0.22 -0.411
C -1.238 3.493 -2.870 -0.44 -0.52 0.41 -0.438
H -3.181 7.551 -2.853 0.19 -0.05 -0.46 0.386
H -1.746 8.671 -2.966 -0.16 -0.35 -0.72 0.406
H -2.360 8.244 -1.503 0.02 -0.57 0.24 0.363
H -0.241 6.960 -2.070 -0.16 0.24 0.13 0.303
H -0.973 6.448 -3.517 -0.26 -0.91 0.10 0.420
H -2.788 5.347 -1.823 -0.08 -0.23 0.37 0.429
H -1.650 5.980 -0.564 -0.39 -0.35 0.24 0.422
H -1.092 2.678 -0.016 -0.39 -0.34 -0.12 0.098
H -2.683 3.246 -0.718 -0.12 -0.39 0.56 0.377
H -1.840 4.178 0.554 0.20 0.42 -0.30 0.315
H 0.705 4.303 -0.283 -0.12 -0.05 0.03 0.351
H 0.779 5.277 -1.726 -0.05 -0.20 -0.31 0.495
H 0.988 2.278 -1.351 -0.28 -0.18 -0.21 -1.007
H 2.042 3.181 -2.341 -0.08 0.34 -0.16 0.653
H 0.046 1.711 -3.360 -0.47 0.03 -0.05 -0.108
H 0.451 3.242 -4.162 0.05 -0.10 -0.04 0.429
H -2.107 2.840 -2.801 0.10 -0.11 0.19 -0.008
H -1.515 4.285 -3.562 0.22 0.00 -0.04 0.406
C -2.162 -1.837 2.732 1.87 0.12 0.35 0.445
F -3.353 -1.954 3.265 -0.41 -0.12 0.05 -0.255
F -2.038 -2.661 1.683 -0.45 -0.34 -0.48 -0.203
F -2.005 -0.593 2.255 -0.53 0.31 -0.03 -0.249
S -0.742 -2.201 3.901 0.38 -1.40 1.17 1.018
O 0.430 -1.569 3.270 -0.71 -0.20 0.02 -0.532
O -1.168 -1.617 5.165 0.28 0.37 -0.99 -0.735
O -0.664 -3.659 3.914 -0.14 0.94 -0.41 -0.625
```
Positions in Å, forces in eV/Å.

Its LUMO energy is -3.84 eV. The value obtained for the HOMO energy is -12.58 eV. As for the gap between HOMO and LUMO: 8.74 eV. The calculation puts the total energy at -2469.716589 a.u. As for the net charge: +2. The relative energy (zero: lowest compared OMol25 entry of this formula, charge and spin) comes out at 0.00 kJ/mol.